Computed, not measured: a structure of composition C5H10NS in a non-equilibrium geometry, with ωB97M-V/def2-TZVPD.

Computed properties:
* E: -649.0903 a.u.
* E_HOMO (spin up / spin down): -12.27 / -12.27 eV
* frontier orbital gap (spin up / spin down): 6.792 / 6.793 eV
* ΔE to the lowest compared entry with this formula, charge and spin: 84.7 kcal per mole
* total charge: +1

Last column: Mulliken charge in e.
Atoms and positions in Å:
C: 0.31933 0.60205 1.70726  -0.95
C: 0.74152 1.98368 1.28637  -0.39
C: 1.02300 -0.09550 0.70028  0.53
C: 1.17026 -1.52462 0.53134  -0.93
C: -1.71831 -0.05413 -1.79472  -0.13
N: -0.73229 0.32116 -1.05794  -0.02
S: 2.01751 1.26646 0.23229  -0.03
H: -0.55718 0.37472 2.31060  0.31
H: 1.16705 2.62606 2.13759  0.38
H: 2.11527 -1.64105 -0.03353  0.31
H: 0.26378 -1.80930 0.02067  0.29
H: 1.26431 -2.19312 1.40491  0.30
H: -1.51733 -0.69810 -2.64695  0.29
H: -0.13225 2.43531 0.77719  0.35
H: -2.70127 0.33070 -1.57974  0.27
H: -0.81502 0.93489 -0.27354  0.06
H: 0.20528 0.24475 -1.36521  0.35

***

Computed, not measured: a cluster of 2 separate species, C5H10NS in total in a non-equilibrium geometry, with ωB97M-V/def2-TZVPD.

Computed properties:
* E: -649.0758 a.u.
* E_HOMO: -13.70 eV
* frontier orbital gap: 9.461 eV
* ΔE to the lowest compared entry with this formula, charge and spin: 93.9 kcal per mole
* total charge: +1

Last column: Mulliken charge in e.
Atoms and positions in Å:
C: -1.44916 0.15705 -0.54866  0.45
C: -1.44662 -0.87737 -1.32668  -0.80
C: -1.33797 1.04767 0.47118  0.02
C: 2.73297 -0.20351 -0.17388  0.29
C: -1.60595 0.51336 1.90083  -1.16
N: 2.33588 -0.55506 -1.39242  -0.22
S: 1.77399 0.29604 1.02101  -0.23
H: -2.29670 -1.47761 -1.56972  0.28
H: -0.54934 -1.28357 -1.81689  0.09
H: -1.62143 2.00052 0.17147  0.38
H: 3.81570 -0.31073 0.04461  0.33
H: -2.53032 0.81558 2.21241  0.40
H: -0.93150 1.09155 2.60066  0.31
H: -1.39264 -0.46594 1.94210  0.45
H: 2.90971 -0.66587 -2.21552  0.27
H: 1.34473 -0.70118 -1.69970  0.07
H: 0.24868 0.61906 0.37921  0.05

***

Computed, not measured: the ion C5H10NS with charge +1 in a non-equilibrium geometry, with ωB97M-V/def2-TZVPD.

Computed properties:
* E: -649.1133 a.u.
* SMILES string: C/C=C1/C[NH2+]CS1
* E_HOMO: -12.60 eV
* frontier orbital gap: 9.149 eV
* ΔE to the lowest compared entry with this formula, charge and spin: 70.3 kcal per mole
* total charge: +1

Last column: Mulliken charge in e.
Atoms and positions in Å:
C: 0.80007 -0.48202 -2.69931  -1.13
C: 1.08245 -0.21139 -1.27455  0.06
C: 0.20178 0.13552 -0.38437  0.28
C: 0.70627 0.33672 1.37219  -1.05
N: -0.58000 0.65289 1.99064  -0.11
C: -1.68950 -0.04135 1.18861  -0.51
S: -1.44449 0.39439 -0.46322  -0.14
H: -0.27010 -0.52226 -3.00407  0.34
H: 1.15755 -1.60939 -2.87996  0.27
H: 1.46426 0.01495 -3.37573  0.34
H: 2.13236 -0.10078 -0.93495  0.28
H: 0.86743 -0.69971 1.45131  0.48
H: 1.54576 0.93813 1.39250  0.48
H: -0.81817 0.32155 2.90588  0.35
H: -0.82913 1.60575 1.96927  0.35
H: -1.67133 -1.17677 1.20335  0.34
H: -2.65520 0.44377 1.54243  0.38

***

Computed, not measured: the ion C5H10NS with charge +1 in a non-equilibrium geometry, with ωB97M-V/def2-TZVPD.

Computed properties:
* E: -649.1059 a.u.
* E_HOMO (spin up / spin down): -12.97 / -12.97 eV
* frontier orbital gap (spin up / spin down): 7.391 / 7.392 eV
* ΔE to the lowest compared entry with this formula, charge and spin: 75.0 kcal per mole
* total charge: +1

Last column: Mulliken charge in e.
Atoms and positions in Å:
C: -0.79441 -1.50467 0.08146  0.44
C: 0.54226 -1.80201 0.15754  -0.59
C: 1.38678 0.80253 0.04554  0.21
C: 2.51859 1.71246 -0.07067  -1.31
C: -2.71590 -0.15058 -0.11784  -0.88
N: -1.28786 -0.30950 -0.15149  0.03
S: 1.83377 -0.74969 -0.08325  0.07
H: -1.59520 -2.30492 0.28726  0.26
H: 0.86575 -2.86452 0.02591  0.32
H: 0.55247 1.23836 0.55963  0.49
H: 2.47636 2.62454 0.41091  0.41
H: 2.78740 2.06157 -1.03443  0.34
H: 3.58739 1.25166 0.26273  0.29
H: -3.23600 -1.12352 -0.13354  0.30
H: -3.12264 0.28567 0.91018  0.31
H: -3.14738 0.35788 -1.02136  0.33
H: -0.65137 0.47476 -0.12857  -0.02